Entry 1:
49
Properties=species:S:1:pos:R:3:forces:R:3:mulliken_charge:R:1 method="wB97M-V/def2-TZVPD" s2=0.92 energy_ev=-32385.9868 lumo_energy_ev="-2.898 / -4.491" e_homo_ha="-0.40507 / -0.36628" orbital_gap_ev="8.124 / 5.476" spin_multiplicity=2 total_charge=+1
Ba 2.2236 -0.1034 0.3057 0.3 -0.5 -0.1 1.82
C 4.6347 -4.4272 0.7641 -2.4 3.8 -1.0 -0.52
C 4.1076 -3.0362 0.4695 3.3 -1.9 0.6 0.51
C 5.2224 -1.9312 0.2530 0.9 -0.4 0.6 0.41
O 4.9335 -0.7642 -0.0545 -2.2 0.8 -0.2 -0.80
C 6.6292 -2.1978 0.4850 -2.7 0.1 -0.8 -0.47
C 6.9662 -3.4585 0.8768 5.0 -3.1 1.4 0.45
C 5.9847 -4.6456 0.9788 2.0 -4.0 0.4 0.38
O 6.3791 -5.8683 1.1722 -0.7 4.3 -0.4 -0.56
O 8.2196 -3.6706 1.1114 -3.3 0.0 -0.4 -0.54
O 2.9073 -2.7391 0.3965 -0.4 1.0 -0.2 -0.72
H 3.9036 -5.2220 0.7782 0.1 -0.1 0.1 0.43
H 7.4437 -1.5197 0.2770 -0.3 0.4 0.1 0.47
C 0.1308 5.0194 0.1277 0.5 0.9 0.3 -0.96
C -0.8232 4.9424 1.3242 1.0 -0.7 -0.5 -0.48
C -1.1885 3.4780 1.6626 -1.0 0.0 0.3 -0.44
C -0.0860 2.4762 1.8645 1.9 -1.4 0.5 0.35
N 0.7752 1.6943 2.0822 -2.8 2.6 -1.0 -0.56
H -0.2469 4.8589 -0.8820 -0.6 -0.4 0.2 0.20
H 0.9926 4.3688 0.2763 0.1 0.0 -0.1 0.26
H 0.4836 6.0496 0.0798 0.3 0.0 0.0 0.35
H -1.6786 5.5851 1.1160 -0.4 -0.5 0.2 0.35
H -0.3443 5.3570 2.2113 0.2 0.1 -0.1 0.29
H -1.9498 3.1216 0.9687 0.6 -0.5 -0.6 0.26
H -1.8183 3.4867 2.5522 0.4 -0.1 0.6 0.43
C -4.9469 -2.8890 1.6894 -0.4 -0.2 -0.8 -1.33
C -3.4706 -2.5149 1.7964 -1.2 0.2 0.5 -0.31
C -3.1179 -1.2896 0.9216 0.7 -0.7 -0.5 -0.30
C -1.6745 -1.0719 0.6950 -0.3 0.6 0.9 -0.28
N -0.5766 -0.8026 0.4971 0.1 -0.3 -0.1 0.02
H -5.6431 -2.0559 1.7861 0.2 0.2 0.3 0.35
H -5.1858 -3.6227 2.4594 -0.1 0.0 -0.1 0.36
H -5.1853 -3.3153 0.7150 0.1 -0.2 0.0 0.35
H -2.9042 -3.4343 1.6481 0.4 0.4 -0.3 0.36
H -3.4185 -2.2524 2.8530 0.9 0.3 0.0 0.27
H -3.6180 -0.3990 1.3022 0.4 0.1 0.2 0.35
H -3.4212 -1.3533 -0.1234 -0.7 -0.5 -0.1 0.23
C -2.5742 0.0613 -3.0382 -0.9 0.3 0.5 -1.03
C -1.8549 1.0963 -3.9095 -0.3 -1.8 -0.5 -0.58
C -1.3107 2.2603 -3.1519 0.3 0.8 0.6 -0.41
C -0.3495 1.9078 -2.0956 0.4 0.0 0.4 0.02
N 0.4508 1.6873 -1.2940 -0.4 -0.2 -0.5 -0.19
H -2.8881 -0.7895 -3.6428 0.3 -0.1 0.1 0.40
H -3.4864 0.4240 -2.5644 -0.3 0.5 -0.4 0.36
H -2.0391 -0.2541 -2.1425 0.7 -0.3 -0.4 0.10
H -2.5196 1.4446 -4.7000 -0.1 0.2 0.2 0.33
H -1.1068 0.5005 -4.4325 0.5 0.5 0.0 0.30
H -2.1541 2.7916 -2.7110 0.0 0.1 0.4 0.30
H -0.8067 3.0158 -3.7547 0.1 -0.2 -0.3 0.41

---

Entry 2:
57
Properties=species:S:1:pos:R:3:forces:R:3:mulliken_charge:R:1 method="wB97M-V/def2-TZVPD" energy_ev=-181078.1581 lumo_energy_ev=4.280 e_homo_ha=-0.10186 orbital_gap_ev=7.052 total_charge=-2
Bi 0.1838 0.1864 -1.5372 0.1 -0.4 0.1 1.31
O -3.6792 -1.0014 -3.0277 -1.2 0.3 0.1 -0.60
C -4.4302 -0.8327 -1.8080 1.3 -0.1 -0.8 -0.34
C -4.0753 -1.8721 -0.7742 -0.4 -2.0 -0.9 -0.92
N -2.8528 -1.8027 -0.0547 0.0 -0.7 -0.6 0.88
C -2.0239 -2.9976 -0.1087 -0.3 0.8 0.2 -0.71
C -1.3833 -3.0893 -1.4732 0.0 -2.1 -1.6 0.64
O -1.3498 -4.2430 -1.9646 0.2 0.6 0.4 -0.81
O -1.0082 -2.0504 -2.0847 0.3 1.1 0.2 -0.80
C -2.8043 -0.8733 0.9842 -1.5 0.6 1.3 -1.31
C -2.7356 0.5972 0.5802 1.1 0.9 0.1 1.05
O -3.1687 1.4620 1.4082 -0.3 -0.1 -0.3 -0.91
O -2.1035 0.9114 -0.4576 -0.4 -0.3 0.0 -0.26
H -2.7395 -0.8639 -2.9053 0.4 -0.1 0.6 0.35
H -4.3609 0.1834 -1.4204 0.1 0.1 0.0 0.07
H -5.4586 -1.0235 -2.0712 -0.5 0.0 -0.3 0.42
H -4.9236 -1.9125 -0.1016 -0.6 0.1 0.7 0.43
H -4.0904 -2.8869 -1.2899 0.0 1.2 0.3 0.30
H -1.2635 -2.8693 0.6349 0.7 0.0 0.5 0.35
H -2.4888 -3.9950 0.0679 -0.3 0.8 0.0 0.17
H -3.6289 -0.9454 1.7596 0.2 -0.1 -0.7 0.13
H -1.9318 -1.0188 1.5622 1.3 -0.2 0.6 0.33
O -3.4804 3.6282 0.1366 -1.5 -0.9 2.0 -0.57
C -2.5903 3.8292 -0.7426 2.5 -0.4 -2.4 0.37
O -2.8014 4.0209 -1.9381 0.4 0.3 1.5 -0.67
C -1.1163 3.8212 -0.1632 -1.5 0.2 -0.8 0.78
C -0.8717 4.5645 0.9826 -1.2 -0.2 0.7 -0.44
C 0.3979 4.7220 1.4444 1.1 -0.3 -0.5 -0.64
C 1.4319 4.1705 0.7057 0.8 -0.6 -0.1 -0.53
C 1.0919 3.4160 -0.3963 0.4 -0.5 -1.5 0.45
N -0.1667 3.2008 -0.8300 1.1 0.5 -0.1 -0.29
C 2.2360 2.7813 -1.2677 -1.1 -1.9 0.2 0.35
O 3.3722 3.2150 -1.2670 0.0 0.8 0.3 -0.71
O 1.8948 1.6902 -1.9100 0.0 0.8 0.5 -0.64
H -3.2181 2.7667 0.7610 -0.4 0.2 -0.2 0.38
H -1.7053 4.8673 1.6145 0.0 0.3 -0.4 0.34
H 0.6059 5.2469 2.3391 0.1 0.5 0.9 0.46
H 2.5054 4.1213 0.9508 -0.7 0.6 0.1 0.36
O 4.9826 -1.2304 2.6410 0.1 1.1 -1.2 -0.55
C 4.8168 -1.4729 1.2311 -0.5 2.9 0.1 -1.36
C 3.3874 -1.3461 0.6488 -0.2 0.9 1.3 2.41
C 2.6126 -2.5590 1.1802 -0.4 0.7 -1.3 -1.09
O 3.0767 -3.7677 0.6600 1.0 -1.4 -0.1 -0.64
C 2.6920 0.0225 1.1071 0.9 -0.4 -2.1 -1.42
Se 0.7672 0.2104 1.0927 -0.8 -0.2 -0.3 -0.37
C 3.6197 -1.4218 -0.8370 -1.5 0.6 -1.3 -2.01
Se 1.9921 -1.8443 -2.0254 0.8 0.4 0.9 -0.35
H 4.8851 -2.0082 3.1404 -0.3 -1.6 0.7 0.32
H 5.1606 -2.3990 0.8656 0.8 -1.3 0.1 0.56
H 5.3959 -0.6493 0.7766 0.0 -0.5 0.0 0.40
H 1.6116 -2.4426 0.8075 -0.8 0.2 0.6 0.35
H 2.7010 -2.6092 2.2567 -0.3 0.0 0.4 0.50
H 2.6629 -3.9724 -0.1931 -0.1 0.5 0.2 0.42
H 3.0655 0.9044 0.5314 0.1 -0.9 0.1 0.32
H 2.9213 0.2452 2.1038 0.5 0.0 1.6 0.65
H 4.2570 -2.2314 -1.0745 0.7 -1.1 -0.1 0.65
H 4.1236 -0.5527 -1.2510 -0.2 0.4 0.2 0.46

---

Entry 3:
53
Properties=species:S:1:pos:R:3:forces:R:3:mulliken_charge:R:1 method="wB97M-V/def2-TZVPD" s2=9.06 energy_ev=-150457.4532 lumo_energy_ev="-7.360 / -8.503" e_homo_ha="-0.54398 / -0.55011" orbital_gap_ev="7.442 / 6.466" spin_multiplicity=6 total_charge=+2
Mn 0.4059 0.3863 0.3400 -0.3 -0.1 0.2 0.27
N 3.1068 0.2994 -1.6439 0.0 0.0 0.0 -0.08
C 3.6290 0.9362 -0.6040 0.0 0.0 0.0 1.01
C 4.7470 0.3678 0.0799 0.0 0.0 0.0 -0.71
C 5.3544 1.0727 1.0742 0.0 0.0 0.0 -0.69
C 4.8704 2.3473 1.4246 0.0 0.1 0.0 -0.65
C 3.7451 2.8974 0.7924 0.0 0.0 0.0 -0.44
C 3.0883 2.2099 -0.1942 0.0 0.0 -0.1 0.52
C 1.8621 2.7343 -0.8439 -0.1 -0.1 0.0 0.80
C 1.9072 3.9031 -1.6009 0.0 0.0 0.0 -0.53
C 0.7592 4.3824 -2.2179 0.0 0.0 0.0 -0.85
C -0.4420 3.7051 -2.0906 0.0 0.0 0.0 -0.59
C -0.5100 2.5453 -1.3228 0.0 0.1 0.0 0.23
C 0.6387 2.0682 -0.7164 0.1 0.0 -0.1 -0.14
H 3.4459 -0.6098 -1.9301 0.0 0.0 0.0 0.27
H 2.3500 0.7091 -2.1770 0.0 0.0 0.0 0.27
H 5.1044 -0.6075 -0.2255 0.0 0.0 0.0 0.43
H 6.2109 0.6636 1.5912 0.0 0.0 0.0 0.45
H 5.3622 2.9040 2.2108 0.0 0.0 0.0 0.45
H 3.3677 3.8601 1.1104 0.0 0.0 0.0 0.55
H 2.8466 4.4301 -1.7130 0.0 0.0 0.0 0.53
H 0.8078 5.2914 -2.8016 0.0 0.0 0.0 0.43
H -1.3312 4.0830 -2.5769 0.0 0.0 0.0 0.44
H -1.4619 2.0388 -1.2011 0.0 0.0 0.0 0.35
C -4.8104 -1.9421 0.8132 0.0 0.0 0.0 -0.86
C -3.3292 -1.5837 0.5487 0.0 0.0 0.0 -0.54
N -3.1851 -0.1524 0.2682 0.1 0.0 0.0 0.05
C -3.9167 0.1826 -0.9523 0.0 0.0 0.0 -0.59
C -5.4090 -0.2091 -0.8263 0.0 0.0 0.0 -0.77
N -5.6198 -0.6990 0.5773 0.0 0.0 0.0 -0.09
C -5.2317 0.3668 1.5642 0.0 0.0 0.0 -0.66
C -3.7136 0.6207 1.3924 0.0 0.0 0.0 -0.56
H -4.9953 -2.2544 1.8393 0.0 0.0 0.0 0.34
H -5.1892 -2.7091 0.1404 0.0 0.0 0.0 0.34
H -2.9429 -2.1474 -0.2978 0.0 0.0 0.0 0.41
H -2.7248 -1.8379 1.4151 0.0 0.0 0.0 0.50
H -3.4619 -0.3384 -1.7935 0.0 0.0 0.0 0.51
H -3.8273 1.2540 -1.1307 0.0 0.0 0.0 0.38
H -5.6930 -1.0191 -1.4953 0.0 0.0 0.0 0.32
H -6.0837 0.6300 -0.9844 0.0 0.0 0.0 0.37
H -6.6066 -0.9193 0.7039 0.0 0.0 0.0 0.32
H -5.4927 0.0033 2.5560 0.0 0.0 0.0 0.35
H -5.8365 1.2439 1.3411 0.0 0.0 0.0 0.33
H -3.1720 0.3364 2.2934 0.0 0.0 0.0 0.44
H -3.5310 1.6801 1.2171 0.0 0.0 0.0 0.38
F 0.3010 -0.9299 -1.2397 0.0 0.1 0.0 -0.49
P 0.5936 -2.3838 -0.2927 -0.1 0.0 0.0 1.49
F -0.4463 -1.6108 0.7860 0.2 0.0 -0.1 -0.49
F -0.6361 -3.0387 -1.0069 0.0 0.0 0.0 -0.32
F 1.7622 -1.4245 0.4273 0.0 0.1 0.0 -0.42
F 0.8505 -3.5394 0.7049 0.0 0.0 0.0 -0.33
F 1.6307 -2.8319 -1.3737 0.0 0.0 0.0 -0.32
Br 0.4638 1.5302 2.3342 0.0 0.0 -0.1 -0.41

---

Entry 4:
53
Properties=species:S:1:pos:R:3:forces:R:3:mulliken_charge:R:1 method="wB97M-V/def2-TZVPD" s2=0.80 energy_ev=-110287.0451 lumo_energy_ev="-2.609 / -2.549" e_homo_ha="-0.43483 / -0.41905" orbital_gap_ev="9.223 / 8.854" spin_multiplicity=2 total_charge=+1
Mn 1.1724 0.0377 0.3868 1.2 0.0 -1.2 0.96
N 3.0555 -3.9194 3.6880 -0.1 0.0 0.0 -0.27
C 1.7438 -3.9604 4.0246 0.1 0.0 0.0 0.36
O 1.3020 -4.6910 4.8856 0.0 0.0 0.0 -0.61
C 0.8025 -3.0486 3.2681 0.0 -0.2 0.1 0.36
C -0.5396 -3.0887 3.6195 -0.1 0.0 0.0 -0.20
C -1.4465 -2.2849 2.9484 0.0 -0.1 0.1 -0.87
C -0.9808 -1.4492 1.9558 -0.1 0.0 -0.1 -0.22
N 0.3118 -1.3970 1.6208 0.2 0.7 -0.1 0.04
C 1.1839 -2.1839 2.2639 0.1 0.0 -0.1 -0.05
H 3.6874 -4.5115 4.2000 0.0 0.0 0.0 0.23
H 3.4393 -3.2987 3.0013 0.0 0.0 0.0 0.16
H -0.8408 -3.7573 4.4155 0.0 0.0 0.0 0.51
H -2.4995 -2.3026 3.1933 0.0 0.0 0.0 0.43
H -1.6493 -0.8052 1.3957 0.1 0.0 0.0 0.48
H 2.2118 -2.0885 1.9333 -0.1 0.1 0.1 0.17
C -5.3855 1.0222 -1.7767 0.1 0.0 0.0 -1.46
C -4.0258 1.5279 -1.3683 0.0 0.0 0.0 0.83
C -3.5926 1.4405 -0.0421 0.0 0.0 0.0 -0.82
C -2.3348 1.8845 0.3291 -0.1 0.0 0.0 -0.59
C -1.5045 2.4442 -0.6331 0.0 -0.1 0.0 0.52
C -1.9093 2.5447 -1.9540 0.1 0.1 -0.1 -0.58
C -3.1668 2.0853 -2.3136 -0.1 0.0 0.0 -0.57
S 0.1370 2.9442 -0.1746 0.0 -0.3 -0.1 0.46
C -0.2716 4.3274 0.8602 0.1 0.2 0.1 -1.14
O 0.5852 1.9104 0.8609 -0.2 -0.4 0.2 -0.60
H -6.0039 0.7958 -0.9090 0.0 0.0 0.0 0.37
H -5.2913 0.1109 -2.3724 0.0 0.0 0.0 0.31
H -5.9080 1.7587 -2.3891 0.0 0.0 0.0 0.38
H -4.2582 1.0285 0.7092 0.0 0.0 -0.1 0.35
H -1.9975 1.7936 1.3567 0.0 0.0 -0.1 0.51
H -1.2510 2.9887 -2.6957 -0.1 -0.1 0.1 0.44
H -3.4881 2.1579 -3.3473 0.0 0.0 0.1 0.44
H -1.0181 4.0185 1.5911 0.0 0.0 0.0 0.34
H -0.6466 5.1304 0.2239 0.0 -0.1 0.1 0.42
H 0.6510 4.6345 1.3545 -0.1 0.0 0.0 0.44
Cl 5.7194 1.2496 1.4703 0.0 0.0 0.0 -0.15
C 5.1001 0.8119 -0.1254 0.0 -0.2 0.2 0.10
Cl 5.9417 -0.6063 -0.7819 0.0 0.0 0.0 -0.15
C 3.6131 0.4960 -0.0456 -0.2 -0.2 0.0 0.78
O 2.8312 1.0933 -0.8117 -0.4 0.1 0.3 -0.68
O 3.1993 -0.3714 0.7817 -0.4 0.2 0.2 -0.82
H 5.2721 1.6395 -0.7952 0.0 0.1 -0.1 0.31
C -0.1881 -1.7063 -3.6191 -0.2 -0.1 -0.1 -1.17
S 0.2301 -0.1379 -2.8998 0.1 0.2 0.1 0.58
C 1.8782 0.0221 -3.5583 0.1 0.0 -0.1 -1.00
O 0.3881 -0.4694 -1.4277 -0.3 -0.2 0.4 -0.52
H 0.6081 -2.4197 -3.4085 0.0 0.0 0.0 0.38
H -0.3267 -1.5701 -4.6938 0.0 0.0 0.1 0.42
H -1.1222 -2.0277 -3.1599 0.0 0.0 -0.1 0.37
H 1.7982 0.4092 -4.5762 0.0 -0.1 0.0 0.44
H 2.3852 -0.9440 -3.5415 0.0 0.1 0.0 0.37
H 2.3991 0.7314 -2.9174 0.0 0.0 -0.1 0.25